Record 1
{"formula": "C8H18Cl2O2Si", "method": "wB97M-V/def2-TZVPD", "symbols": ["Cl", "Cl", "O", "O", "C", "C", "C", "C", "C", "C", "C", "C", "Si", "H", "H", "H", "H", "H", "H", "H", "H", "H", "H", "H", "H", "H", "H", "H", "H", "H", "H"], "coordinates": [[0.95122, -2.97734, -0.23082], [2.84091, -0.34391, -0.43498], [0.22177, -0.57585, -1.88346], [0.09838, -0.23825, 0.91284], [-0.05941, 1.72621, -2.76541], [-1.88967, 0.52095, -1.37572], [-1.16263, -0.35462, -3.75688], [-0.69525, 0.09950, 3.09501], [0.95757, -1.65424, 2.78169], [1.63375, 0.72380, 2.39928], [-0.76790, 0.29705, -2.44678], [0.50175, -0.24466, 2.27113], [0.82370, -0.92959, -0.41803], [0.80352, 1.59705, -3.54428], [-0.70195, 2.51785, -3.10883], [0.39749, 2.10042, -1.86885], [-2.74290, 1.07467, -1.66471], [-1.35483, 0.88005, -0.49491], [-2.25405, -0.45221, -1.03827], [-1.44554, -1.32698, -3.50956], [-0.31280, -0.40553, -4.43274], [-2.00369, 0.10802, -4.26954], [-0.54353, -0.06455, 4.15475], [-1.51422, -0.39386, 2.65307], [-0.91826, 1.15771, 2.91843], [1.31238, -1.54108, 3.78045], [0.18014, -2.38580, 2.76826], [1.74190, -2.02739, 2.06195], [2.57015, 0.35875, 2.12370], [1.52806, 1.71159, 1.90798], [1.80393, 1.04225, 3.41524]], "homo_energy_ev": -10.577, "e_lumo_ev": 0.6, "smiles": "CC(C)(C)O[Si](Cl)(Cl)OC(C)(C)C"}

***

Record 2
{"formula": "C10H21O6Sr", "method": "wB97M-V/def2-TZVPD", "symbols": ["Sr", "C", "O", "C", "C", "O", "C", "C", "O", "C", "H", "H", "H", "H", "H", "H", "H", "H", "H", "H", "H", "H", "H", "H", "C", "C", "C", "O", "C", "O", "O", "H", "H", "H", "H", "H", "H", "H"], "coordinates": [[0.71324, 0.65730, 0.63049], [-1.89261, -2.06240, 0.48129], [-0.72476, -1.44060, 1.01606], [-0.51801, -1.65944, 2.40890], [-1.08722, -0.53670, 3.24858], [-0.40730, 0.68510, 2.94151], [-1.18789, 1.87557, 3.04047], [-2.14081, 2.09203, 1.88581], [-1.42050, 2.14797, 0.65509], [-2.18555, 2.75471, -0.39184], [-1.84693, -3.14040, 0.64056], [-1.90299, -1.85928, -0.58639], [-2.80175, -1.66306, 0.93838], [0.55791, -1.76755, 2.57292], [-0.99498, -2.58937, 2.72834], [-0.93731, -0.76798, 4.30675], [-2.15983, -0.43669, 3.06523], [-0.46724, 2.69382, 3.08612], [-1.75750, 1.88094, 3.97398], [-2.65302, 3.04291, 2.06262], [-2.90547, 1.30932, 1.82922], [-2.38777, 3.79950, -0.15106], [-3.12973, 2.22477, -0.53194], [-1.59720, 2.70093, -1.30445], [2.89819, 0.23808, -3.75042], [2.36918, -0.69333, -2.67566], [3.04578, -2.05109, -2.70189], [0.93373, -0.84828, -2.79587], [2.42363, -0.04566, -1.28281], [2.20187, 1.19696, -1.19827], [2.46426, -0.79183, -0.26646], [2.74761, -0.20852, -4.73533], [3.96774, 0.40055, -3.61441], [2.39020, 1.19805, -3.70493], [2.90361, -2.51489, -3.67980], [2.62436, -2.69322, -1.93239], [4.11718, -1.95255, -2.52678], [0.74784, -1.17568, -3.68166]], "homo_energy_ev": -12.689, "e_lumo_ev": -2.8, "charge": 1}

***

Record 3
{"formula": "C2HN4", "method": "wB97M-V/def2-TZVPD", "symbols": ["C", "C", "N", "N", "N", "N", "H"], "coordinates": [[-0.02194, -2.04988, 0.14582], [-0.74788, -0.87755, -0.05736], [0.80444, -2.83631, 0.05081], [-1.17437, 0.19420, -0.08779], [1.50380, 2.33527, -0.08503], [0.48085, 1.99134, 0.05168], [-0.84490, 1.24294, -0.01814]], "homo_energy_ev": -18.894, "e_lumo_ev": -7.1, "relative_energy_kj_mol": 57.4, "charge": 1}

***

Record 4
{"formula": "C16H29I2N3O7S3TeTl", "method": "wB97M-V/def2-TZVPD", "symbols": ["Tl", "O", "S", "O", "O", "C", "C", "C", "C", "C", "C", "S", "O", "O", "O", "H", "H", "H", "H", "I", "C", "I", "H", "H", "C", "N", "C", "C", "N", "N", "C", "C", "H", "H", "H", "H", "H", "H", "H", "H", "H", "H", "H", "H", "H", "Te", "C", "C", "S", "O", "C", "C", "H", "H", "H", "H", "H", "H", "H", "H", "H", "H"], "coordinates": [[1.58634, 0.81432, 0.31360], [-3.21907, 2.24215, -0.68255], [-2.15024, 1.35872, -0.32319], [-2.50146, 0.74119, 1.03812], [-0.81325, 1.89570, -0.27927], [-2.19313, -0.05492, -1.41695], [-3.15017, -1.01081, -1.08481], [-3.35283, -2.11788, -1.88915], [-2.58973, -2.27635, -3.03488], [-1.63027, -1.33330, -3.36340], [-1.41630, -0.20868, -2.57078], [-0.13547, 0.93307, -3.16175], [0.19292, 0.43949, -4.48598], [-0.72783, 2.24696, -3.12441], [0.97308, 0.72339, -2.21310], [-3.73167, -0.87703, -0.18341], [-4.10079, -2.85124, -1.61573], [-2.73792, -3.13694, -3.67659], [-1.02978, -1.43234, -4.25675], [4.46145, -2.46490, 4.02454], [3.20143, -1.23963, 5.22038], [1.65724, -0.24667, 4.13872], [3.83236, -0.49129, 5.68343], [2.74671, -1.87659, 5.96822], [1.54001, -3.40649, 1.05663], [1.13922, -3.48821, -0.33685], [-0.30893, -3.57216, -0.50975], [1.85618, -2.68425, -1.21266], [2.71583, -1.84725, -0.75097], [1.56473, -2.88504, -2.55546], [1.33705, -4.22687, -3.05421], [2.18490, -2.00635, -3.52645], [1.00991, -4.18491, 1.60809], [1.30021, -2.43510, 1.50188], [2.61262, -3.56083, 1.14858], [-0.81851, -2.80167, 0.07744], [-0.66531, -4.55239, -0.18138], [-0.58000, -3.42849, -1.55076], [3.24011, -1.41547, -1.50451], [1.08210, -4.89829, -2.24059], [2.23753, -4.61410, -3.55018], [0.52371, -4.22761, -3.78569], [3.23841, -2.27297, -3.70331], [2.10424, -0.97084, -3.20618], [1.64563, -2.08775, -4.46969], [-1.10079, -0.40081, 2.10084], [-2.14956, 5.14504, 1.06262], [-0.70688, 4.66291, 1.08115], [-0.44648, 3.32210, 2.26212], [1.02046, 3.00901, 2.18182], [-0.65284, 4.23550, 3.81660], [0.33431, 5.37145, 4.01597], [-2.29323, 5.83799, 0.23322], [-2.42268, 5.66380, 1.98356], [-2.83398, 4.30992, 0.90741], [0.01520, 5.45017, 1.29930], [-0.44390, 4.20199, 0.12927], [-0.51725, 3.45882, 4.57173], [-1.69566, 4.55502, 3.86160], [1.33822, 5.04021, 3.74750], [0.34356, 5.68822, 5.05988], [0.08024, 6.23931, 3.40717]], "homo_energy_ev": -4.675, "e_lumo_ev": 1.8, "relative_energy_kj_mol": 0.0, "charge": -1}

***

Record 5
{"formula": "C23H20BrN4O2SW", "method": "wB97M-V/def2-TZVPD", "symbols": ["W", "C", "C", "C", "C", "N", "C", "C", "C", "C", "C", "C", "N", "H", "H", "H", "H", "H", "H", "H", "H", "Br", "C", "C", "C", "C", "C", "C", "C", "O", "O", "H", "H", "H", "H", "C", "C", "C", "C", "N", "C", "S", "N", "C", "H", "H", "H", "H", "H", "H", "H", "H"], "coordinates": [[-0.47625, -0.00474, -0.39411], [-0.15866, -4.32237, 0.30070], [0.64152, -4.39328, 1.43451], [1.12649, -3.22172, 1.99969], [0.80473, -2.00596, 1.43038], [-0.01077, -1.93560, 0.34289], [-0.46854, -3.08185, -0.20401], [1.33109, -0.71096, 1.89200], [2.25193, -0.57031, 2.91100], [2.75035, 0.69082, 3.21261], [2.31014, 1.78455, 2.48095], [1.37401, 1.58187, 1.49121], [0.88785, 0.36188, 1.19042], [-0.53288, -5.21342, -0.18279], [0.89523, -5.35131, 1.86956], [1.76123, -3.26935, 2.87195], [-1.08659, -2.97872, -1.08530], [2.59940, -1.43103, 3.46277], [3.47651, 0.81289, 4.00560], [2.67930, 2.78121, 2.67716], [0.99485, 2.41635, 0.91657], [-4.33543, 4.34897, -2.86596], [-2.71952, 3.39433, -2.87069], [-1.96549, 3.30434, -4.03439], [-0.77210, 2.59094, -4.03763], [-0.34157, 1.97375, -2.87511], [-1.09084, 2.08222, -1.69390], [-2.27280, 2.80349, -1.68871], [0.83826, 1.09599, -2.89956], [1.72684, 0.96506, -3.63913], [0.70522, 0.17119, -1.74099], [-2.31112, 3.78691, -4.93883], [-0.19017, 2.49630, -4.94596], [-0.58867, 2.01105, -0.67583], [-2.82524, 2.95731, -0.77034], [-6.56318, -1.74739, -0.01043], [-5.17194, -1.38840, -0.36861], [-4.58286, -1.60523, -1.59459], [-3.25951, -1.22598, -1.81461], [-2.56421, -0.63615, -0.81989], [-3.15139, -0.37529, 0.35322], [-2.14888, 0.52932, 1.41521], [-4.40831, -0.77188, 0.58552], [-2.56676, -1.39499, -3.11793], [-7.05971, -2.25643, -0.83138], [-7.13547, -0.84897, 0.23837], [-6.57886, -2.39778, 0.86820], [-5.15128, -2.07109, -2.38663], [-4.82367, -0.56497, 1.49090], [-2.97240, -2.22503, -3.69275], [-1.49316, -1.53473, -2.97480], [-2.70949, -0.48610, -3.71211]], "homo_energy_ev": -17.150, "e_lumo_ev": -10.6, "relative_energy_kj_mol": 38.6, "charge": 3}

***

Record 6
{"formula": "CClO2P", "method": "wB97M-V/def2-TZVPD", "symbols": ["C", "O", "O", "P", "Cl"], "coordinates": [[-0.48013, 0.46339, 0.28764], [-0.56853, 1.65204, 0.36785], [1.95438, -0.62637, -0.72632], [0.96867, -0.91822, 0.30834], [-1.87439, -0.57084, -0.23751]], "homo_energy_ev": -9.993, "e_lumo_ev": -1.7, "relative_energy_kj_mol": 118.4, "smiles": "O=PC(=O)Cl"}